Below is a single O7P4 molecule in a non-equilibrium geometry, with properties calculated with ωB97M-V/def2-TZVPD.

```
11
Properties=species:S:1:pos:R:3:forces:R:3:lowdin_charge:R:1
O -0.074370 -2.731230 0.075469 0.97 2.41 -0.67 -0.2376
O 1.314812 1.360175 0.797291 1.27 1.89 3.67 -0.2563
O -0.009906 1.413535 -1.544368 0.62 -0.22 -0.35 -0.3166
O -1.465762 1.382873 0.889291 2.14 -0.26 3.38 -0.2546
O 1.470379 -0.792951 -0.862259 -2.94 -2.70 1.71 -0.2064
O 0.019749 -0.826245 1.537214 0.22 0.34 0.65 -0.1913
O -1.267859 -0.745415 -0.856438 2.14 -2.74 0.95 -0.2534
P 1.097438 0.708160 -0.632389 9.17 5.69 -6.97 0.4522
P -0.034287 0.703069 1.213497 -1.33 2.39 6.84 0.5060
P -1.126649 0.776891 -0.578762 -10.85 4.56 -7.75 0.4374
P 0.076456 -1.248861 -0.038545 -1.40 -11.36 -1.47 0.3207
```
Forces are in eV/Å.

The value obtained for the total energy is -1891.94347 hartree. As for the total charge: 0. The value obtained for the HOMO energy is -7.1 eV. The molar mass comes out at 235.9 g/mol. Its energy relative to the best compared isomer or geometry (same formula, charge and spin) is 2.258 eV. The orbital gap comes out at 4.1741 eV.